Formula: C63H50CdGeN8O4S
Source: OMol25
Level of theory: ωB97M-V/def2-TZVPD

```
128
Properties=species:S:1:pos:R:3:forces:R:3
Cd -0.6272 0.3093 0.1233 0.437 -0.169 -0.140
Ge 4.0712 0.1199 -1.1559 0.816 0.290 -0.345
S 0.6557 -2.1171 3.1916 -0.054 0.354 0.013
O 2.5619 -0.9477 1.6651 0.181 0.330 -0.027
O -7.1576 2.0938 -2.7335 -0.036 -0.031 0.101
O -7.6642 2.3943 -0.5414 0.036 0.027 -0.193
O 1.7733 0.6305 0.0941 -0.803 -0.467 -0.160
N -2.7193 2.4057 -0.4509 0.136 -0.063 0.041
N 1.3775 0.5667 2.5144 0.128 0.059 -0.154
N -1.8442 3.4036 1.9012 -0.108 -0.043 -0.066
N -0.7167 1.6538 -2.0620 -0.355 -0.198 0.040
N 0.0652 0.7576 2.2902 0.187 -0.870 0.216
N 2.8553 -0.7764 4.0046 -0.040 0.277 -0.224
N -1.7147 -1.1027 -1.1052 -0.065 -0.099 0.152
N -2.5213 0.0514 1.8035 0.167 0.123 0.068
C -1.8441 -3.3749 1.1815 0.025 -0.057 -0.011
C -0.8035 -0.1120 5.7460 0.091 -0.136 -0.173
C -5.3954 2.3477 -1.1771 -0.199 -0.078 0.013
C -1.1179 1.3022 -4.7773 0.019 0.017 0.101
C 3.4351 -1.7132 -1.3966 -0.312 0.268 0.235
C -4.9853 2.9666 -0.0065 0.033 -0.014 0.164
C -3.8070 -0.0482 1.4857 0.042 -0.050 -0.194
C 7.4808 -1.2999 -3.4344 0.020 0.040 -0.017
C 4.0712 -2.7653 -0.7437 0.013 0.016 0.023
C 3.5079 1.3001 1.5126 -0.132 -0.005 -0.125
C -3.1621 -2.0912 -3.3847 0.053 0.013 -0.085
C 2.6161 3.4712 -4.2252 0.173 -0.030 0.040
C -6.9038 2.2690 -1.5270 0.055 0.048 0.086
C -1.2269 -4.6210 -0.7640 0.035 0.017 0.025
C -4.1331 -2.3942 -4.3261 -0.004 -0.015 -0.018
C 0.1645 1.4458 -4.2746 -0.532 -0.268 -0.418
C 3.2908 1.2006 -3.7927 0.328 -0.018 0.027
C -0.4303 0.0663 7.0663 0.056 0.062 0.085
C -5.0923 -3.9867 -2.8127 0.007 0.015 -0.009
C -4.1110 -3.6860 -1.8755 0.029 0.037 -0.053
C -3.0890 1.8885 -1.6207 -0.001 0.000 0.208
C 0.3064 1.6248 -2.9084 0.088 -0.141 0.219
C 4.6412 0.8514 0.5935 -0.521 -0.207 0.033
C -2.2020 4.2453 4.1121 0.027 0.008 0.012
C -2.1676 0.4749 3.0225 -0.240 -0.024 -0.056
C -2.1932 1.3878 -3.9116 -0.150 -0.092 0.048
C 8.4603 -0.3395 -3.2205 -0.026 -0.009 0.034
C -3.1576 3.4701 1.6629 0.144 -0.011 0.018
C 0.6279 1.6867 5.0884 -0.028 0.124 0.042
C 3.1096 2.7541 -1.9822 0.388 0.173 0.122
C -4.4274 1.7933 -1.9958 0.080 -0.068 -0.107
C 1.8836 -0.8742 2.9184 -0.324 -0.405 0.306
C 2.3572 -1.9971 -2.2289 0.062 0.056 0.035
C 0.9930 1.8775 6.4141 -0.002 0.071 -0.003
C -5.1073 -3.3439 -4.0425 -0.014 -0.035 0.062
C 5.9188 -0.0843 -2.0105 -0.123 -0.094 0.014
C 8.1716 0.7560 -2.4162 -0.009 -0.017 -0.031
C -1.0365 -5.6319 1.4072 0.002 0.021 0.010
C -1.6989 -3.4373 -0.1961 -0.074 0.019 -0.050
C -1.3893 3.7759 3.0901 0.015 0.050 -0.036
C 2.2601 0.4387 1.2986 0.191 0.278 0.220
C -0.7143 0.5517 3.3074 0.072 0.560 -0.020
C -3.1364 -2.7255 -2.1466 -0.094 -0.049 0.059
C -3.1377 0.8237 3.9618 0.059 -0.025 0.053
C -1.9635 1.5584 -2.5494 0.105 0.375 -0.162
C 1.9387 -3.3054 -2.4349 0.032 -0.007 -0.073
C -3.6431 2.9398 0.3483 0.082 -0.045 -0.123
C 6.2316 -1.1678 -2.8371 -0.031 0.020 0.054
C 2.5986 -4.3476 -1.8007 -0.013 0.044 0.013
C -3.5581 4.3603 3.8533 -0.004 0.024 -0.047
C 3.3919 1.4633 -2.4269 0.295 -0.008 0.178
C 2.9023 2.1910 -4.6843 0.732 0.353 0.130
C -0.2761 0.6897 4.7324 0.029 -0.231 -0.008
C 6.9171 0.8777 -1.8308 -0.041 0.003 0.012
C 3.6524 -4.0733 -0.9379 0.049 0.008 -0.054
C -4.0433 3.9729 2.6174 -0.068 0.038 0.001
C -4.4759 0.7236 3.6224 -0.057 -0.013 -0.070
C 0.4724 1.0679 7.4111 -0.059 -0.138 -0.056
C -2.1081 -2.2963 -1.1057 0.097 0.166 -0.128
C 2.7231 3.7513 -2.8691 0.182 0.035 -0.023
C -1.5277 -4.4697 1.9774 0.015 0.043 0.029
C -0.8765 -5.7019 0.0283 0.004 -0.009 -0.075
C -4.8315 0.2744 2.3600 0.034 0.063 0.022
H 1.8364 -1.1838 -2.7172 -0.149 0.050 -0.024
H -0.7624 -6.4726 2.0340 -0.009 0.003 -0.013
H 3.7485 -1.0963 3.6483 -0.021 -0.003 -0.041
H 1.0653 2.3054 4.3167 0.040 -0.086 0.016
H -5.8768 -3.5789 -4.7682 0.012 0.027 -0.008
H -3.2059 1.3266 -4.2845 0.019 0.025 -0.006
H -5.8526 -4.7233 -2.5785 0.006 0.013 0.007
H 0.7836 1.1936 8.4415 -0.027 0.028 -0.005
H -4.0140 -0.4098 0.4815 0.015 0.091 -0.007
H 8.9269 1.5163 -2.2469 -0.022 -0.002 0.002
H -4.1410 -1.8854 -5.2841 0.030 -0.004 0.027
H -1.4723 -0.9195 5.4768 0.018 -0.004 -0.012
H -1.2837 1.1529 -5.8377 -0.010 -0.006 -0.012
H -5.0990 4.0463 2.3970 0.023 -0.039 0.057
H -4.7452 1.2995 -2.9053 -0.014 0.092 0.025
H 5.1956 0.0258 1.0483 0.047 0.045 0.045
H 1.6982 2.6609 6.6684 0.012 -0.028 -0.040
H 2.5618 -1.4029 4.7394 -0.050 -0.083 0.011
H -4.2331 4.7383 4.6116 -0.025 -0.009 0.000
H 2.2902 -5.3716 -1.9701 -0.072 -0.007 0.059
H -1.1441 -4.6906 -1.8424 0.037 0.001 -0.032
H 6.7117 1.7512 -1.2196 0.039 -0.015 -0.015
H -5.7492 3.4148 0.6141 -0.008 -0.085 -0.029
H -5.2443 1.0080 4.3314 0.036 0.032 0.028
H 2.3020 4.2417 -4.9191 -0.016 -0.010 0.006
H -2.8360 1.1912 4.9317 -0.037 0.007 0.009
H 5.4809 -1.9333 -3.0087 0.059 -0.004 -0.004
H 4.1464 -4.8825 -0.4130 0.001 0.010 -0.005
H 1.0333 1.4221 -4.9196 -0.706 -0.168 0.204
H 3.1773 2.9756 -0.9219 -0.095 -0.016 -0.070
H 2.4973 4.7457 -2.5011 -0.014 -0.034 -0.002
H -0.3156 3.6845 3.2345 -0.098 0.016 -0.019
H 3.1706 2.3122 1.2663 0.173 0.050 0.075
H 1.2856 1.7674 -2.4648 -0.691 -0.343 -0.093
H 4.8990 -2.5620 -0.0713 -0.039 -0.024 0.003
H 2.8243 1.9676 -5.7429 0.041 0.006 0.008
H 9.4403 -0.4452 -3.6723 -0.021 0.012 -0.006
H 5.3439 1.6694 0.4325 0.063 -0.083 -0.167
H -1.6360 -4.3925 3.0529 0.029 0.006 -0.027
H 3.5217 0.2067 -4.1670 -0.019 0.038 0.009
H 1.0946 -3.5022 -3.0867 0.019 -0.010 0.040
H -0.8255 -0.5961 7.8280 -0.014 0.028 -0.012
H -0.4846 -6.6017 -0.4338 -0.006 0.002 0.026
H -4.1101 -4.1966 -0.9200 0.030 0.005 0.017
H 3.8026 1.2772 2.5613 0.027 -0.002 0.055
H -2.3979 -1.3525 -3.5856 0.000 0.085 0.024
H -2.2003 -2.4658 1.6380 0.015 0.154 0.039
H -1.7848 4.5058 5.0764 0.034 0.001 -0.022
H 7.6932 -2.1553 -4.0671 -0.024 0.008 0.020
H -5.8624 0.2192 2.0351 0.024 -0.057 0.031
```
Forces are in eV/Å.

Results
total charge	-2
Kohn-Sham gap	6.27	eV
energy above the lowest of the compared OMol25 structures with the same formula, charge and spin	75.4	kcal per mole